Record 1
Entry from the OMol25 dataset: C26H33BeFOSSb2Se4 as an isolated structure (the ωB97M-V functional and the def2-TZVPD basis).

```
69
Properties=species:S:1:pos:R:3
Be 1.5469 -1.8136 2.0667
Se 6.3008 1.2739 1.6436
Sb 4.8930 -0.3456 0.4087
Se 2.3346 -0.7805 -1.1708
Se 3.5736 -1.6072 2.5239
Se 6.3381 -2.0184 -0.6311
F -3.2904 -4.7422 0.3355
C -2.1185 -4.0973 0.6382
C -1.0807 -4.8117 1.1898
C 0.0953 -4.1286 1.5115
C 0.2814 -2.7609 1.2757
C -0.8221 -2.1072 0.7009
C -2.0176 -2.7442 0.3854
H -1.1976 -5.8728 1.3759
H 0.9054 -4.7019 1.9520
H -0.7552 -1.0386 0.5058
H -2.8592 -2.2103 -0.0417
O 0.6078 -0.7656 3.0134
S 1.3211 0.5707 3.2960
C -0.0329 1.4496 4.1575
C -1.3489 1.5349 3.4408
C -2.0706 0.3900 3.0981
C -3.2643 0.4979 2.3999
C -3.7649 1.7440 2.0472
C -3.0638 2.8882 2.3999
C -1.8638 2.7809 3.0889
C 1.2695 1.4272 1.7053
C 1.8341 2.8111 1.8330
C 1.0404 3.9320 1.5959
C 1.5759 5.2071 1.7085
C 2.9131 5.3698 2.0531
C 3.7089 4.2551 2.2758
C 3.1725 2.9787 2.1752
H 0.3621 2.4422 4.3825
H -0.1150 0.8939 5.0936
H -1.6734 -0.5844 3.3450
H -3.7958 -0.4031 2.1197
H -4.6941 1.8218 1.4960
H -3.4441 3.8662 2.1306
H -1.3096 3.6747 3.3502
H 0.2341 1.4169 1.3613
H 1.8712 0.7937 1.0454
H 0.0058 3.8000 1.3002
H 0.9540 6.0731 1.5120
H 3.3356 6.3654 2.1261
H 4.7647 4.3444 2.4989
H 3.8341 2.1271 2.3269
C -2.1024 -3.0348 -3.4051
C -0.6330 -3.1743 -3.0404
Sb 0.4456 -1.3002 -2.7596
C -1.1678 0.1467 -2.7673
C -1.5059 0.7975 -4.1023
C 1.2581 -1.0754 -4.7375
C 0.4658 -1.6414 -5.9095
H -2.5728 -4.0160 -3.5220
H -2.2393 -2.4865 -4.3410
H -2.6572 -2.5075 -2.6279
H -0.0802 -3.7066 -3.8166
H -0.5011 -3.7191 -2.1043
H -0.8340 0.8847 -2.0366
H -2.0458 -0.3493 -2.3462
H -0.6195 1.1998 -4.5955
H -2.2077 1.6266 -3.9688
H -1.9684 0.0853 -4.7881
H 2.2408 -1.5429 -4.6535
H 1.4474 -0.0069 -4.8582
H 0.3654 -2.7259 -5.8400
H 0.9625 -1.4245 -6.8602
H -0.5416 -1.2257 -5.9663
```

Its multiplicity is 1. As for the calculated total energy: -317962.405 eV. The total charge is -2.

***

Record 2
Entry from the OMol25 dataset: C26H33BrMoNO5S4Si as an isolated structure (the ωB97M-V functional and the def2-TZVPD basis).

```
72
Properties=species:S:1:pos:R:3
Mo -0.0757 -0.4417 -0.8829
C 1.9786 0.0609 3.0333
C 0.9973 -0.9561 3.5841
S 0.5023 -2.1588 2.2883
C -1.2463 -2.4734 2.7523
C -1.9819 -3.1008 1.5854
S -2.0094 -2.1717 -0.0088
C -3.4351 -1.0375 0.2013
C -3.3214 0.1067 1.1973
S -1.9852 1.3252 0.8414
C -1.2509 1.6163 2.4995
C 0.1648 2.1599 2.3999
S 1.4067 1.0736 1.6120
H 2.8620 -0.4433 2.6426
H 2.2872 0.7460 3.8230
H 0.1045 -0.4740 3.9768
H 1.4668 -1.5170 4.3943
H -1.7005 -1.5330 3.0587
H -1.2675 -3.1665 3.5975
H -3.0260 -3.2894 1.8374
H -1.5024 -4.0430 1.3179
H -4.2876 -1.6624 0.4761
H -3.6083 -0.6635 -0.8110
H -3.1817 -0.2561 2.2117
H -4.2545 0.6722 1.1618
H -1.2939 0.6830 3.0541
H -1.8810 2.3558 2.9969
H 0.5307 2.4067 3.3974
H 0.1778 3.0545 1.7786
Br -2.1968 6.1764 -4.9007
C -2.2594 4.4111 -4.2162
C -2.6964 3.3749 -5.0303
C -2.6966 2.0839 -4.5412
C -2.2735 1.8358 -3.2347
C -1.8622 2.8922 -2.4206
C -1.8494 4.1811 -2.9110
C -2.2672 0.4509 -2.7044
O -2.9201 -0.4684 -3.1481
O -1.4815 0.2608 -1.6604
H -3.0361 3.5853 -6.0322
H -3.0262 1.2626 -5.1591
H -1.5715 2.7096 -1.3937
H -1.5291 5.0006 -2.2881
O 0.9987 2.7754 -0.4590
C 1.1527 2.3150 -1.5728
N 0.9856 0.9824 -1.8736
C 0.9727 0.7971 -3.2383
O 0.6584 -0.2641 -3.7389
C 1.3011 2.0871 -3.8786
C 1.4459 2.4502 -5.2012
C 1.7211 3.7874 -5.4692
C 1.8521 4.7169 -4.4492
C 1.7082 4.3493 -3.1150
C 1.4270 3.0264 -2.8468
H 1.3384 1.7220 -5.9886
H 1.8355 4.1083 -6.4922
H 2.0643 5.7456 -4.6957
H 1.7999 5.0700 -2.3178
C 3.0310 -3.6284 0.3253
Si 2.3939 -2.5253 -1.0956
C 3.7418 -1.3888 -1.8282
C 1.3148 -3.4357 -2.3816
O 1.2314 -1.4631 -0.5155
H 3.7263 -4.3665 -0.0593
H 2.2216 -4.1587 0.8185
H 3.5529 -3.0533 1.0845
H 4.5865 -1.9744 -2.1737
H 4.1050 -0.6652 -1.1006
H 3.3539 -0.8310 -2.6776
H 1.8323 -4.2192 -2.9238
H 0.9473 -2.7150 -3.1124
H 0.4464 -3.8826 -1.8959
```

Its multiplicity is 1. As for the calculated total energy: -162339.802 eV. The total charge is +1.

***

Record 3
Entry from the OMol25 dataset: C26H33Cl5N2OPtSi3 as an isolated structure (the ωB97M-V functional and the def2-TZVPD basis).

```
71
Properties=species:S:1:pos:R:3
Pt -0.0547 0.7034 -0.3069
C -2.2423 -0.0083 2.5178
Si -1.5755 -1.4838 1.5442
C -0.1240 -2.2441 2.4601
C -2.8722 -2.8728 1.7482
C -1.3282 -1.0181 -0.2334
Si -0.4923 -2.3470 -1.2549
C 0.2476 -1.7219 -2.8696
C 0.7970 -3.4381 -0.4349
C -1.8208 -3.6368 -1.7459
Si -2.8433 -0.3288 -1.0296
C -4.5297 -1.0478 -0.5699
C -2.8384 -0.3714 -2.9122
C -2.8644 1.5143 -0.6526
C -3.9513 2.3552 -0.4658
C -3.7748 3.7313 -0.3851
C -2.5009 4.2225 -0.5590
C -1.4527 3.3335 -0.7430
N -1.6183 2.0036 -0.7389
H -2.2351 -0.1881 3.5996
H -3.2735 0.2328 2.2165
H -1.6234 0.8695 2.3053
H -0.0633 -1.8638 3.4864
H 0.8212 -2.0156 1.9656
H -0.2383 -3.3337 2.5038
H -3.0346 -3.0968 2.8109
H -2.4896 -3.7842 1.2723
H -3.8433 -2.6468 1.2976
H 0.6744 -0.7281 -2.7111
H -0.4966 -1.6649 -3.6741
H 1.0552 -2.3868 -3.1974
H 1.6237 -2.8197 -0.0786
H 1.1730 -4.1635 -1.1704
H 0.3834 -3.9975 0.4157
H -2.6416 -3.1957 -2.3265
H -2.2619 -4.0955 -0.8517
H -1.3749 -4.4381 -2.3505
H -4.5313 -2.1279 -0.7531
H -5.3200 -0.5983 -1.1872
H -4.7810 -0.8796 0.4836
H -2.8460 -1.3903 -3.3045
H -1.9491 0.1390 -3.2971
H -3.7257 0.1511 -3.2925
H -4.9398 1.9164 -0.3821
H -4.6082 4.4026 -0.2144
H -2.3081 5.2874 -0.5596
H -0.4381 3.6730 -0.8996
Cl 6.5045 4.0518 0.6615
C 4.9815 3.5394 0.0010
C 3.8448 3.4549 0.8095
Cl 3.9433 3.9013 2.4769
C 2.6422 3.0407 0.2804
Cl 1.2226 2.9535 1.2490
C 2.4821 2.6331 -1.0805
O 1.3893 2.2156 -1.5610
C 3.6604 2.7802 -1.8733
Cl 3.5139 2.3808 -3.5532
C 4.8645 3.2118 -1.3499
Cl 6.2490 3.3759 -2.3840
N 1.5089 -0.4062 -0.0202
C 2.5103 -0.2275 0.8385
C 2.4174 0.2327 2.2099
C 3.5043 0.2570 3.0630
C 4.7809 -0.1439 2.6492
C 4.9233 -0.5603 1.3202
C 3.8497 -0.6058 0.4492
H 1.4441 0.5606 2.5595
H 3.3653 0.6103 4.0837
H 5.6293 -0.1059 3.3245
H 5.9094 -0.8442 0.9564
H 3.9909 -0.9075 -0.5856
```

Its multiplicity is 1. For the energy above the lowest of the compared OMol25 structures with the same formula, charge and spin, the calculation gives 28.4 kcal/mol. As for the calculated total energy: -122020.500 eV. The total charge is -2.

***

Record 4
Entry from the OMol25 dataset: C26H33EuN5OS3 as an isolated structure (the ωB97M-V functional and the def2-TZVPD basis).

```
69
Properties=species:S:1:pos:R:3
Eu 2.3923 1.9471 -0.4336
S 0.3754 2.3024 1.5596
C -0.4680 0.8324 1.6889
N -1.6969 0.7922 2.1603
C -2.3756 -0.4964 2.3184
C -1.3829 -1.5077 2.8197
N -0.2628 -1.5722 1.8770
C 0.2318 -2.9243 1.5875
C -0.8159 -3.7083 0.8205
C -1.2370 -3.2540 -0.4272
C -2.2050 -3.9527 -1.1307
C -2.7550 -5.1101 -0.5947
C -2.3311 -5.5686 0.6424
C -1.3654 -4.8669 1.3527
C 0.1763 -0.4736 1.2985
S 1.4241 -0.5228 0.1443
C -2.4596 1.9584 2.6197
C -2.6393 1.9019 4.1248
C -1.5139 1.9225 4.9448
C -1.6543 1.8577 6.3218
C -2.9205 1.7756 6.8868
C -4.0428 1.7645 6.0730
C -3.9040 1.8230 4.6921
H -2.8000 -0.8133 1.3613
H -3.1822 -0.3755 3.0368
H -1.8445 -2.4907 2.8698
H -1.0183 -1.2397 3.8152
H 0.4342 -3.4132 2.5420
H 1.1554 -2.8512 1.0253
H -0.7930 -2.3596 -0.8517
H -2.5246 -3.6031 -2.1040
H -3.5125 -5.6541 -1.1428
H -2.7473 -6.4760 1.0594
H -1.0357 -5.2337 2.3182
H -3.4351 1.9299 2.1298
H -1.9436 2.8646 2.3242
H -0.5256 2.0066 4.5048
H -0.7765 1.8856 6.9540
H -3.0298 1.7227 7.9616
H -5.0310 1.7164 6.5105
H -4.7875 1.8197 4.0634
C -1.3748 3.0678 -4.6765
C -0.6861 1.7198 -4.3994
C 0.1695 1.2877 -5.6045
C -1.7266 0.6355 -4.0638
C 0.1895 1.8749 -3.2529
N 0.8812 1.9830 -2.3426
H -2.0255 2.9512 -5.5427
H -0.6459 3.8462 -4.8990
H -1.9832 3.3827 -3.8293
H -0.4822 1.1898 -6.4723
H 0.6465 0.3252 -5.4215
H 0.9341 2.0293 -5.8334
H -2.3847 0.5129 -4.9237
H -2.3329 0.9236 -3.2052
H -1.2436 -0.3202 -3.8597
C 7.3145 -0.1085 -4.3094
N 6.0985 -0.0954 -3.5060
C 5.8120 0.7856 -2.5663
N 6.6301 1.8093 -2.3541
S 4.3749 0.5453 -1.6404
H 7.2445 -0.9212 -5.0248
H 8.1974 -0.2741 -3.6890
H 7.4349 0.8211 -4.8680
H 5.4576 -0.8615 -3.6168
H 7.4845 1.9032 -2.8806
H 6.4832 2.4366 -1.5868
O 4.4341 2.1492 2.8181
C 3.9264 2.0455 1.8264
```

Its multiplicity is 8. Its expectation value of S² is 15.760. For the energy above the lowest of the compared OMol25 structures with the same formula, charge and spin, the calculation gives 5.0 kcal/mol. As for the calculated total energy: -88820.065 eV. The total charge is +2.

***

Record 5
Entry from the OMol25 dataset: a 3-piece molecular cluster, C26H33F3O4 overall (the ωB97M-V functional and the def2-TZVPD basis).

```
66
Properties=species:S:1:pos:R:3
C 4.9685 -2.8256 1.5281
C 3.4496 -2.6764 1.3274
C 2.9649 -3.7267 0.3126
C 2.7363 -2.8126 2.6883
C 2.1068 -1.5150 3.2439
C 1.6078 -0.5149 2.2329
C 2.3208 0.6724 2.0700
C 1.9471 1.6424 1.1540
C 0.8234 1.4605 0.3619
C 0.0747 0.3074 0.5302
C 0.4585 -0.6771 1.4565
C -0.4464 -1.8557 1.6032
O -0.0703 -2.9809 1.8346
C -1.9025 -1.5518 1.4275
C -2.8769 -2.2121 2.1660
C -4.2061 -1.8798 1.9626
C -5.2887 -2.5327 2.7703
F -4.7982 -3.3593 3.7127
F -6.0590 -1.6151 3.4039
F -6.1251 -3.2537 1.9876
C -4.5712 -0.9376 1.0026
C -3.6006 -0.3157 0.2397
C -2.2631 -0.6026 0.4779
C -1.1850 0.1290 -0.2443
O -1.3572 0.5921 -1.3519
H 5.3148 -2.2495 2.3870
H 5.5126 -2.5086 0.6384
H 5.2049 -3.8740 1.7203
H 3.2869 -1.6822 0.9122
H 2.2696 -3.3168 -0.4188
H 2.4773 -4.5604 0.8164
H 3.8069 -4.1407 -0.2453
H 1.9806 -3.5918 2.6610
H 3.4720 -3.1363 3.4281
H 1.2876 -1.7748 3.9187
H 2.8479 -1.0015 3.8567
H 3.2022 0.8400 2.6762
H 2.5263 2.5493 1.0501
H 0.5311 2.2108 -0.3558
H -2.5700 -2.9557 2.8875
H -5.6172 -0.7045 0.8568
H -3.8591 0.4087 -0.5181
C -4.1519 3.5183 -0.9810
C -2.9419 4.4298 -1.1070
C -2.3865 4.4346 -2.5230
O -1.9300 4.0463 -0.1766
H -3.8528 2.4934 -1.2184
H -4.5394 3.5288 0.0380
H -4.9510 3.8098 -1.6637
H -3.2194 5.4457 -0.8219
H -2.0647 3.4269 -2.8026
H -1.5225 5.0961 -2.5907
H -3.1362 4.7656 -3.2431
H -1.6552 3.1494 -0.4021
C 3.3574 1.6126 -4.2692
C 2.2573 1.0777 -3.3659
C 1.1413 0.4139 -4.1559
O 1.7330 2.1164 -2.5388
H 2.9536 2.3696 -4.9473
H 4.1469 2.0782 -3.6790
H 3.7959 0.8159 -4.8714
H 2.6831 0.3569 -2.6651
H 0.6762 1.1383 -4.8311
H 0.3684 0.0410 -3.4842
H 1.5213 -0.4147 -4.7553
H 1.3341 2.7788 -3.1140
```

Its multiplicity is 1. For the energy above the lowest of the compared OMol25 structures with the same formula, charge and spin, the calculation gives 0.0 kcal/mol. As for the calculated total energy: -43840.904 eV. The structure (SMILES) is CC(C)CCc1cccc2c1C(=O)c1cc(C(F)(F)F)ccc1C2=O.CC(C)O.CC(C)O.

***

Record 6
Entry from the OMol25 dataset: C26H33F6MnN3O4S2 as an isolated structure (the ωB97M-V functional and the def2-TZVPD basis).

```
75
Properties=species:S:1:pos:R:3
Mn -0.3487 -1.5872 -1.0456
C -1.0441 0.9349 5.2933
C -2.3037 1.1440 4.4420
C -3.4686 0.4149 5.1068
C -2.6328 2.6407 4.3656
C -2.0383 0.6274 3.0324
C -2.8249 -0.3360 2.4183
C -2.4793 -0.7953 1.1571
N -1.4328 -0.3345 0.4830
C -0.6952 0.6419 1.0372
C -0.9593 1.1280 2.3001
C 0.4187 1.1638 0.1756
C 1.0540 2.3712 0.4244
C 2.0394 2.8166 -0.4528
C 2.3254 2.0108 -1.5527
C 1.6420 0.8235 -1.7347
N 0.7100 0.4095 -0.8806
C 2.7770 4.1382 -0.2595
C 2.4796 5.0447 -1.4615
C 2.3464 4.8583 1.0159
C 4.2844 3.8664 -0.1842
H -1.2318 1.2698 6.3147
H -0.1945 1.5014 4.9123
H -0.7595 -0.1174 5.3257
H -3.5966 0.7937 6.1214
H -3.2925 -0.6595 5.1735
H -4.4088 0.5761 4.5769
H -2.8256 3.0272 5.3675
H -3.5184 2.8203 3.7545
H -1.8074 3.2123 3.9396
H -3.6840 -0.7661 2.9092
H -3.0545 -1.5727 0.6723
H -0.3165 1.8820 2.7296
H 0.7708 2.9642 1.2789
H 3.0723 2.2987 -2.2790
H 1.8200 0.1778 -2.5858
H 1.4119 5.2522 -1.5439
H 2.8068 4.5926 -2.3974
H 3.0041 5.9948 -1.3488
H 1.2882 5.1246 0.9982
H 2.9138 5.7839 1.1168
H 2.5352 4.2584 1.9080
H 4.6598 3.4046 -1.0971
H 4.5266 3.2072 0.6505
H 4.8205 4.8060 -0.0427
F 2.9421 -4.1902 1.7239
C 1.7615 -4.6511 1.3296
F 1.9147 -5.3298 0.2023
F 1.2622 -5.4342 2.2787
S 0.6525 -3.1880 1.0838
O 1.3731 -2.3463 0.1223
O 0.4199 -2.6618 2.3932
N -0.6668 -3.5213 0.2715
S -1.6099 -4.8338 0.3267
O -0.8528 -6.0420 0.2974
O -2.6875 -4.5725 -0.5692
C -2.3544 -4.8251 2.0131
F -3.2091 -5.8384 2.1195
F -1.4187 -4.9545 2.9486
F -3.0207 -3.6876 2.2393
C 1.0965 -2.7632 -6.0233
C 0.0187 -1.7173 -5.7205
C -1.2753 -2.0906 -6.4551
C 0.4964 -0.3387 -6.1923
C -0.2500 -1.6669 -4.2725
C -0.5408 -1.5529 -3.0938
H 1.2873 -2.8049 -7.0976
H 0.7811 -3.7518 -5.6900
H 2.0309 -2.5167 -5.5176
H -1.0978 -2.1364 -7.5321
H -2.0549 -1.3536 -6.2629
H -1.6417 -3.0613 -6.1222
H 0.6677 -0.3443 -7.2712
H 1.4320 -0.0651 -5.7017
H -0.2453 0.4262 -5.9628
```

Its multiplicity is 6. Its expectation value of S² is 8.758. For the energy above the lowest of the compared OMol25 structures with the same formula, charge and spin, the calculation gives 1.6 kcal/mol. As for the calculated total energy: -109453.873 eV.